Entry one
{
  "formula": "C4H2O3",
  "method": "ωB97M-V/def2-TZVPD",
  "lumo_energy_ev": -1.26,
  "smiles": "O=C1C=COC1=O",
  "charge": 0,
  "homo_lumo_gap_ha": 0.3257,
  "symbols": ["O", "C", "C", "C", "O", "C", "O", "H", "H"],
  "positions_angstrom": [[-0.85, 2.12, -0.12], [-0.43, 1.01, -0.09], [1.03, 0.41, 0.20], [0.88, -0.89, -0.14], [-0.39, -1.31, -0.10], [-1.35, -0.21, -0.06], [-2.48, -0.63, 0.11], [1.90, 1.18, 0.35], [1.69, -1.67, -0.16]]
}

Entry two
{
  "formula": "C4H2O3",
  "method": "ωB97M-V/def2-TZVPD",
  "lumo_energy_ev": -1.25,
  "charge": 0,
  "homo_lumo_gap_ha": 0.3305,
  "symbols": ["C", "C", "C", "C", "O", "O", "O", "H", "H"],
  "positions_angstrom": [[0.69, 1.21, 0.61], [1.79, 1.81, 0.58], [0.60, -2.01, -1.30], [-0.47, 0.52, 0.80], [0.44, -1.60, -2.36], [0.72, -2.35, -0.20], [-1.64, 1.01, 0.49], [-0.42, -0.55, 0.88], [-1.71, 1.95, 0.51]]
}

Energy above the most stable structure, in hartree: entry one 0.0000; entry two 0.0650

Entry one
{
  "formula": "C2H6OS2",
  "method": "ωB97M-V/def2-TZVPD",
  "lumo_energy_ev": 0.48,
  "smiles": "C=CO.SS",
  "charge": 0,
  "homo_lumo_gap_ha": 0.3310,
  "symbols": ["C", "C", "O", "H", "H", "H", "H", "S", "S", "H", "H"],
  "positions_angstrom": [[-0.70, -1.47, 2.85], [-1.65, -1.35, 3.77], [-2.57, -0.37, 3.66], [0.14, -2.14, 2.77], [-0.70, -0.72, 2.06], [-1.72, -1.99, 4.63], [-3.45, -0.61, 3.87], [2.63, 3.28, -5.46], [3.60, 1.88, -6.48], [1.37, 2.81, -5.39], [3.06, 0.68, -6.28]]
}

Entry two
{
  "formula": "C2H6OS2",
  "method": "ωB97M-V/def2-TZVPD",
  "lumo_energy_ev": 0.39,
  "smiles": "C=CO.SS",
  "charge": 0,
  "homo_lumo_gap_ha": 0.3274,
  "symbols": ["C", "C", "O", "H", "H", "H", "H", "S", "S", "H", "H"],
  "positions_angstrom": [[2.01, -0.97, 2.31], [2.92, -1.92, 2.43], [3.31, -2.68, 1.35], [1.61, -0.44, 3.18], [1.46, -0.84, 1.37], [3.44, -2.20, 3.34], [4.28, -2.73, 1.38], [-5.30, 1.97, -4.21], [-5.48, 3.85, -3.45], [-4.01, 1.61, -4.16], [-4.24, 4.34, -3.56]]
}

Entry three
{
  "formula": "C2H6OS2",
  "method": "ωB97M-V/def2-TZVPD",
  "lumo_energy_ev": 0.61,
  "smiles": "CC=O.SS",
  "charge": 0,
  "homo_lumo_gap_ha": 0.3454,
  "symbols": ["C", "C", "O", "H", "H", "H", "H", "S", "S", "H", "H"],
  "positions_angstrom": [[-1.81, -1.05, -1.11], [-0.50, -1.37, -0.44], [-0.05, -0.71, 0.45], [-2.35, -0.36, -0.46], [-1.52, -0.52, -2.02], [-2.39, -1.93, -1.39], [0.02, -2.29, -0.80], [2.24, 1.04, 1.79], [2.65, 3.08, 1.48], [2.26, 0.69, 0.50], [1.45, 3.41, 1.99]]
}

Entry four
{
  "formula": "C2H6OS2",
  "method": "ωB97M-V/def2-TZVPD",
  "lumo_energy_ev": 0.52,
  "smiles": "CCSSO",
  "charge": 0,
  "homo_lumo_gap_ha": 0.3442,
  "symbols": ["C", "C", "S", "S", "O", "H", "H", "H", "H", "H", "H"],
  "positions_angstrom": [[-0.19, -0.50, -0.95], [0.41, -0.10, 0.32], [1.41, 1.40, 0.10], [1.53, 2.05, 1.96], [0.33, 3.07, 2.25], [0.53, -0.81, -1.71], [-0.87, -1.35, -0.75], [-0.90, 0.20, -1.20], [1.13, -0.86, 0.61], [-0.27, 0.20, 1.05], [-0.55, 2.71, 2.61]]
}

Energy above the most stable structure, in hartree: entry one 0.0384; entry two 0.0343; entry three 0.0000; entry four 0.0048

Entry one
{
  "formula": "CH3F2PS",
  "method": "ωB97M-V/def2-TZVPD",
  "lumo_energy_ev": -0.15,
  "smiles": "C=S.FPF",
  "charge": 0,
  "homo_lumo_gap_ha": 0.3162,
  "symbols": ["C", "S", "H", "H", "F", "P", "F", "H"],
  "positions_angstrom": [[1.76, 1.33, 1.39], [2.01, 0.03, 2.23], [2.25, 2.36, 1.59], [0.97, 1.32, 0.57], [-1.00, -2.28, -2.05], [-2.09, -1.12, -1.96], [-1.17, -0.13, -1.10], [-2.74, -1.51, -0.67]]
}

Entry two
{
  "formula": "CH3F2PS",
  "method": "ωB97M-V/def2-TZVPD",
  "lumo_energy_ev": -0.59,
  "smiles": "C=S.FPF",
  "charge": 0,
  "homo_lumo_gap_ha": 0.3105,
  "symbols": ["C", "S", "H", "H", "F", "P", "F", "H"],
  "positions_angstrom": [[2.51, -0.30, 0.28], [1.86, 1.18, 0.20], [3.61, -0.49, 0.21], [1.77, -1.13, 0.32], [-3.01, -1.03, -0.14], [-2.63, 0.44, 0.36], [-2.95, 1.12, -1.08], [-1.16, 0.22, -0.15]]
}

Energy above the most stable structure, in hartree: entry one 0.0000; entry two 0.0033

Entry one
{
  "formula": "C5H13N3O2",
  "method": "ωB97M-V/def2-TZVPD",
  "lumo_energy_ev": -0.45,
  "charge": 0,
  "homo_lumo_gap_ha": 0.2896,
  "symbols": ["C", "C", "C", "C", "N", "C", "N", "N", "O", "O", "H", "H", "H", "H", "H", "H", "H", "H", "H", "H", "H", "H", "H"],
  "positions_angstrom": [[-0.21, -0.81, 0.08], [1.12, 1.09, -1.04], [0.73, -0.99, 1.27], [-1.64, -1.15, 0.51], [-0.50, 1.71, 0.59], [-0.23, 0.63, -0.56], [0.28, -1.65, -1.04], [2.20, 1.19, -0.33], [-1.85, 2.07, 0.41], [-1.11, 0.76, -1.54], [-2.01, 1.69, -0.51], [0.02, 2.56, 0.34], [1.14, 1.47, -2.06], [0.24, -2.63, -0.79], [-0.34, -1.51, -1.83], [2.22, 0.84, 0.62], [3.05, 1.59, -0.70], [0.58, -0.19, 2.00], [0.53, -1.94, 1.77], [1.78, -1.04, 0.96], [-1.97, -0.51, 1.33], [-1.69, -2.19, 0.84], [-2.33, -1.01, -0.32]]
}

Entry two
{
  "formula": "C5H13N3O2",
  "method": "ωB97M-V/def2-TZVPD",
  "lumo_energy_ev": [-1.18, -1.18],
  "charge": 0,
  "homo_lumo_gap_ha": [0.2080, 0.2078],
  "symbols": ["C", "C", "C", "C", "N", "O", "O", "H", "H", "H", "H", "H", "H", "H", "H", "H", "N", "C", "N", "H", "H", "H", "H"],
  "positions_angstrom": [[-0.47, -0.68, 0.93], [-0.11, -1.00, 2.36], [-1.84, -0.06, 0.76], [0.94, 1.00, 0.45], [2.17, 0.31, 0.47], [-0.07, -1.53, 0.03], [0.62, 1.79, 1.36], [-0.21, -1.09, -1.18], [2.16, -0.58, 0.00], [2.52, 0.23, 1.42], [0.85, -1.51, 2.41], [-0.06, -0.07, 2.93], [-0.87, -1.63, 2.80], [-2.59, -0.66, 1.28], [-2.12, 0.02, -0.28], [-1.82, 0.93, 1.21], [0.57, 1.32, -0.88], [-0.15, -0.08, -3.40], [-0.61, -0.45, -2.30], [1.32, 1.39, -1.55], [-0.17, 2.01, -0.94], [0.65, 0.65, -3.56], [-0.72, -0.30, -4.31]]
}

Entry three
{
  "formula": "C5H13N3O2",
  "method": "ωB97M-V/def2-TZVPD",
  "lumo_energy_ev": 0.56,
  "smiles": "CCN=C(N)N.CC(=O)O",
  "charge": 0,
  "homo_lumo_gap_ha": 0.3171,
  "symbols": ["C", "C", "N", "C", "N", "N", "H", "H", "H", "H", "H", "H", "H", "H", "H", "C", "C", "O", "O", "H", "H", "H", "H"],
  "positions_angstrom": [[-2.90, -1.95, 1.51], [-1.89, -2.44, 0.51], [-1.27, -1.27, -0.29], [-0.18, -1.69, -0.96], [0.13, -2.91, -1.59], [0.81, -0.70, -1.20], [-3.55, -2.66, 2.12], [-3.23, -0.98, 1.02], [-2.47, -1.61, 2.52], [-1.14, -3.13, 1.25], [-2.44, -2.85, -0.36], [-0.32, -3.80, -1.59], [0.74, -3.03, -2.44], [0.92, 0.08, -0.42], [1.44, -0.76, -1.94], [1.38, 4.03, 1.07], [1.31, 2.70, 0.21], [0.66, 2.60, -0.75], [1.78, 1.75, 1.06], [1.69, 5.04, 0.54], [2.06, 3.89, 1.95], [0.39, 4.18, 1.76], [2.34, 1.11, 0.64]]
}

Energy above the most stable structure, in hartree: entry one 0.0000; entry two 0.0218; entry three 0.0042

Entry one
{
  "formula": "C3H7FS",
  "method": "ωB97M-V/def2-TZVPD",
  "lumo_energy_ev": -0.68,
  "charge": 0,
  "homo_lumo_gap_ha": 0.3636,
  "symbols": ["C", "C", "C", "F", "S", "H", "H", "H", "H", "H", "H", "H"],
  "positions_angstrom": [[-0.91, 0.88, 0.63], [-0.11, 1.69, -0.37], [1.08, -1.72, 0.11], [1.17, -4.45, -1.02], [1.94, -2.85, -0.42], [-1.04, -0.15, 0.31], [-0.44, 0.89, 1.60], [-1.96, 1.34, 0.69], [0.71, 1.10, -0.84], [0.30, 2.52, 0.12], [-0.86, 2.15, -1.22], [0.12, -1.40, 0.40]]
}

Entry two
{
  "formula": "C3H7FS",
  "method": "ωB97M-V/def2-TZVPD",
  "lumo_energy_ev": 0.95,
  "smiles": "C[C@@H](F)CS",
  "charge": 0,
  "homo_lumo_gap_ha": 0.3679,
  "symbols": ["C", "C", "F", "C", "S", "H", "H", "H", "H", "H", "H", "H"],
  "positions_angstrom": [[0.83, 1.35, 0.23], [0.60, -0.20, 0.16], [0.39, -0.69, 1.49], [-0.53, -0.45, -0.74], [-1.44, -1.92, -0.20], [1.82, 1.62, 0.61], [0.07, 1.71, 0.98], [0.79, 1.90, -0.78], [1.30, -0.98, -0.12], [-1.38, 0.26, -0.86], [-0.40, -1.09, -1.68], [-2.05, -1.51, 0.92]]
}

Energy above the most stable structure, in hartree: entry one 0.0645; entry two 0.0000

Entry one
{
  "formula": "C2H3Cl2NO2",
  "method": "ωB97M-V/def2-TZVPD",
  "lumo_energy_ev": [-0.35, -0.35],
  "charge": 0,
  "homo_lumo_gap_ha": [0.3284, 0.3284],
  "symbols": ["C", "C", "N", "O", "O", "Cl", "Cl", "H", "H", "H"],
  "positions_angstrom": [[-0.38, 0.74, 0.95], [-0.61, 0.11, -0.38], [1.15, -1.06, -0.66], [0.94, -2.06, -1.24], [2.11, -0.56, -0.17], [-1.82, -1.08, -0.57], [-0.45, 1.19, -1.74], [0.68, 1.01, 1.03], [-0.97, 1.66, 1.04], [-0.65, 0.06, 1.75]]
}

Entry two
{
  "formula": "C2H3Cl2NO2",
  "method": "ωB97M-V/def2-TZVPD",
  "lumo_energy_ev": -0.92,
  "charge": 0,
  "homo_lumo_gap_ha": 0.3119,
  "symbols": ["C", "C", "N", "O", "O", "Cl", "Cl", "H", "H", "H"],
  "positions_angstrom": [[0.21, -1.08, -1.32], [-1.77, -0.58, 2.31], [0.94, 1.22, -0.49], [-0.85, -0.90, -1.69], [1.27, -1.44, -1.12], [-2.75, -0.73, 0.97], [-0.24, -1.08, 2.02], [1.70, 0.89, 0.06], [1.32, 2.13, -0.83], [0.17, 1.57, 0.09]]
}

Energy above the most stable structure, in hartree: entry one 0.0649; entry two 0.0000

Entry one
{
  "formula": "C3H12O3",
  "method": "ωB97M-V/def2-TZVPD",
  "lumo_energy_ev": 0.70,
  "smiles": "CO.CO.CO",
  "charge": 0,
  "homo_lumo_gap_ha": 0.4037,
  "symbols": ["C", "O", "H", "H", "H", "H", "C", "O", "H", "H", "H", "H", "C", "O", "H", "H", "H", "H"],
  "positions_angstrom": [[3.21, -0.03, -3.30], [3.32, -0.61, -2.05], [2.52, -0.56, -3.97], [2.69, 0.91, -3.13], [4.16, 0.17, -3.80], [3.72, -1.48, -2.12], [-0.27, 0.60, 4.49], [-1.63, 0.23, 4.21], [0.43, -0.21, 4.32], [0.12, 1.51, 4.02], [-0.23, 0.82, 5.55], [-1.68, -0.05, 3.29], [-2.58, -0.05, -1.52], [-2.72, -0.31, -0.15], [-1.90, 0.76, -1.79], [-2.12, -0.92, -1.98], [-3.55, 0.07, -2.00], [-3.51, -0.85, -0.07]]
}

Entry two
{
  "formula": "C3H12O3",
  "method": "ωB97M-V/def2-TZVPD",
  "lumo_energy_ev": 0.27,
  "charge": 0,
  "homo_lumo_gap_ha": 0.3105,
  "symbols": ["O", "H", "H", "O", "H", "H", "C", "C", "C", "O", "H", "H", "H", "H", "H", "H", "H", "H"],
  "positions_angstrom": [[-0.03, 1.36, -0.54], [-0.30, 0.72, 0.11], [-0.64, 1.23, -1.27], [1.40, 2.61, -1.02], [1.02, 3.30, -0.48], [0.97, 1.80, -0.72], [-0.64, -1.33, -0.78], [-0.47, -0.96, 0.61], [0.98, -0.81, 1.13], [-1.14, 0.25, 0.73], [-0.30, -0.60, -1.51], [-1.68, -1.61, -0.99], [-0.14, -2.30, -0.85], [-0.93, -1.67, 1.29], [0.97, -0.65, 2.21], [1.34, 0.12, 0.69], [1.64, -1.64, 0.89], [-2.07, 0.18, 0.49]]
}

Energy above the most stable structure, in hartree: entry one 0.0000; entry two 0.1282